Arrangement A

DFT (ωB97M-V/def2-TZVPD) results for a molecular structure, FH8HfO4.

```
14
FH8HfO4 (ωB97M-V/def2-TZVPD)
Hf 0.959 0.339 -2.215
F 0.320 0.511 -0.130
O 0.388 2.677 -1.855
H 0.882 3.510 -1.997
H -0.470 2.951 -1.474
O 0.914 -0.675 2.536
H 0.652 -0.097 1.809
H 1.800 -0.991 2.302
O -0.198 -1.690 -1.520
H -0.939 -2.205 -1.898
H 0.134 -2.232 -0.779
O -1.869 -0.730 1.694
H -1.323 -1.121 2.402
H -1.250 -0.248 1.127
```

As for the LUMO energy: -0.689 hartree. The calculation puts the HOMO energy at -0.7946 Eh. Its frontier orbital gap is 2.9 eV. Its molar mass is 269.55 Da. Its total charge is +3.

---

Arrangement B

DFT (ωB97M-V/def2-TZVPD) results for a molecular structure, FH8HfO4.

```
14
FH8HfO4 (ωB97M-V/def2-TZVPD)
Hf 24.419 10.357 -2.293
F 23.310 12.347 -2.435
O 23.162 14.959 -0.890
H 23.096 14.195 -1.482
H 22.335 14.959 -0.378
O 25.459 11.502 -4.165
H 25.237 12.445 -4.283
H 25.783 11.208 -5.039
O 22.009 10.183 -1.740
H 21.574 9.651 -1.047
H 21.337 10.830 -2.018
O 21.713 14.055 -4.163
H 22.043 13.526 -3.422
H 21.902 13.533 -4.956
```

As for the LUMO energy: -0.687 hartree. The calculation puts the HOMO energy at -0.7938 Eh. Its frontier orbital gap is 2.9 eV. Its molar mass is 269.55 Da. Its total charge is +3.

---

Bottom line: arrangement A, by a margin of 14.5 kcal/mol.

---

Arrangement A

DFT (ωB97M-V/def2-TZVPD) results for a single C23H33N3O2 molecule.

```
61
C23H33N3O2 (ωB97M-V/def2-TZVPD)
C 8.532 -0.901 -1.361
C 8.336 0.054 -0.191
C 7.260 -0.455 0.776
N 5.951 -0.429 0.185
N 5.488 -1.503 -0.454
C 4.307 -1.165 -0.930
C 3.988 0.162 -0.600
C 2.731 0.884 -0.954
N 1.584 0.304 -0.273
C 1.661 0.472 1.165
C 0.547 -0.318 1.843
C -0.813 0.150 1.337
C -0.837 0.038 -0.192
C -2.161 0.544 -0.730
O -2.242 1.555 -1.391
C -3.376 -0.234 -0.364
C -3.354 -1.582 -0.004
C -4.537 -2.218 0.315
C -5.749 -1.546 0.289
C -5.788 -0.202 -0.074
O -6.894 0.577 -0.128
C -8.185 0.024 0.092
C -9.106 1.206 0.383
C -8.661 -0.756 -1.133
C -4.592 0.436 -0.403
C 0.332 0.832 -0.776
C 5.079 0.608 0.127
C 5.345 1.917 0.779
H 8.915 -1.856 -1.010
H 7.585 -1.081 -1.862
H 9.236 -0.487 -2.079
H 9.272 0.167 0.360
H 8.047 1.038 -0.565
H 7.251 0.152 1.685
H 7.470 -1.494 1.039
H 3.719 -1.868 -1.486
H 2.836 1.962 -0.728
H 2.555 0.784 -2.030
H 2.633 0.101 1.500
H 1.582 1.540 1.450
H 0.678 -1.376 1.610
H 0.613 -0.191 2.925
H -1.614 -0.446 1.779
H -0.973 1.194 1.621
H -0.704 -1.010 -0.471
H -2.433 -2.141 0.007
H -4.525 -3.263 0.589
H -6.647 -2.083 0.552
H -8.162 -0.634 0.973
H -10.116 0.854 0.573
H -9.116 1.880 -0.469
H -8.748 1.752 1.251
H -8.719 -0.089 -1.989
H -7.972 -1.562 -1.373
H -9.645 -1.179 -0.946
H -4.615 1.476 -0.688
H 0.321 0.739 -1.865
H 0.204 1.902 -0.529
H 6.224 2.400 0.354
H 4.491 2.574 0.642
H 5.512 1.789 1.849
```

As for the LUMO energy: 0.020 hartree. The calculation puts the HOMO energy at -0.3128 Eh. Its structure (SMILES) is CCCn1ncc(CN2CCC[C@@H](C(=O)c3cccc(OC(C)C)c3)C2)c1C. Its frontier orbital gap is 9.1 eV. Its molar mass is 383.54 Da.

---

Arrangement B

DFT (ωB97M-V/def2-TZVPD) results for a single C23H33N3O2 molecule.

```
61
C23H33N3O2 (ωB97M-V/def2-TZVPD)
C 2.994 -0.876 5.056
C 3.703 -0.330 3.824
O 2.772 0.094 2.832
C 2.259 -0.853 2.033
O 2.572 -2.014 2.108
C 1.237 -0.273 1.070
C 0.024 0.213 1.890
C -0.675 -0.866 2.712
C -1.971 -0.326 3.334
C -2.943 0.088 2.265
C -3.164 1.428 1.975
C -4.022 1.800 0.955
C -4.672 0.834 0.207
C -4.462 -0.506 0.490
C -3.605 -0.873 1.511
C 0.811 -1.336 0.049
C 1.911 -1.610 -0.983
N 2.432 -0.434 -1.644
C 1.750 0.025 -2.826
C 0.312 0.476 -2.780
N -0.397 0.833 -1.740
C -1.632 1.154 -2.204
C -1.671 0.996 -3.556
N -0.425 0.565 -3.927
C 0.046 0.261 -5.257
C -0.942 0.651 -6.348
C 2.880 0.546 -0.681
C 1.810 0.950 0.334
H 3.725 -1.119 5.822
H 2.444 -1.777 4.796
H 2.300 -0.136 5.449
H 4.286 0.561 4.068
H 4.356 -1.097 3.395
H -0.690 0.636 1.181
H 0.357 1.012 2.556
H -0.923 -1.714 2.074
H -0.015 -1.224 3.504
H -1.738 0.527 3.974
H -2.418 -1.107 3.954
H -2.656 2.189 2.551
H -4.181 2.848 0.741
H -5.339 1.122 -0.592
H -4.968 -1.265 -0.089
H -3.447 -1.920 1.728
H 0.595 -2.274 0.562
H -0.087 -0.980 -0.453
H 1.537 -2.301 -1.743
H 2.754 -2.090 -0.475
H 2.347 0.850 -3.238
H 1.802 -0.802 -3.549
H -2.404 1.469 -1.530
H -2.466 1.155 -4.253
H 0.991 0.795 -5.417
H 0.255 -0.815 -5.323
H -1.176 1.711 -6.294
H -1.862 0.078 -6.263
H -0.499 0.444 -7.319
H 3.237 1.429 -1.217
H 3.734 0.100 -0.154
H 2.230 1.652 1.055
H 0.987 1.425 -0.199
```

As for the LUMO energy: 0.026 hartree. The calculation puts the HOMO energy at -0.2914 Eh. Its structure (SMILES) is CCOC(=O)C1(CCCc2ccccc2)CCN(Cc2nccn2CC)CC1. Its frontier orbital gap is 8.6 eV. Its molar mass is 383.54 Da.

---

Bottom line: arrangement B, by a margin of 16.0 kcal/mol.

---

Arrangement A

DFT (ωB97M-V/def2-TZVPD) results for 2 unconnected molecules or ions with the total composition C2H6N2S2.

```
12
C2H6N2S2 (ωB97M-V/def2-TZVPD)
C -3.425 0.165 0.395
C 0.403 0.691 -0.245
H -4.161 -0.595 0.784
H -3.730 0.470 -0.479
H -3.113 1.107 1.020
H 0.999 1.647 -0.613
H 0.992 -1.046 0.619
H 3.409 -1.570 -0.697
N -0.864 0.797 -0.212
N 1.371 -0.311 -0.113
S -1.737 -0.563 -0.176
S 2.999 0.028 0.222
```

As for the LUMO energy: -0.031 hartree. The calculation puts the HOMO energy at -0.2886 Eh. Its frontier orbital gap is 7.0 eV. Its molar mass is 122.22 Da.

---

Arrangement B

DFT (ωB97M-V/def2-TZVPD) results for a single C2H6N2S2 molecule.

```
12
C2H6N2S2 (ωB97M-V/def2-TZVPD)
H 0.838 -1.630 0.627
N 1.084 -0.668 0.836
C 0.125 0.051 0.389
C -1.342 -0.409 0.134
S -1.329 -1.205 -1.491
N 0.337 1.364 0.113
S 1.840 2.082 0.376
H -1.954 0.504 0.155
H -1.552 -1.026 0.968
H -0.551 -2.204 -1.010
H -0.193 1.768 -0.672
H 2.696 1.373 -0.426
```

As for the LUMO energy: 0.021 hartree. The calculation puts the HOMO energy at -0.3320 Eh. Its structure (SMILES) is [H]/N=C(\CS)NS. Its frontier orbital gap is 9.6 eV. Its molar mass is 122.22 Da.

---

Arrangement C

DFT (ωB97M-V/def2-TZVPD) results for a single C2H6N2S2 molecule.

```
12
C2H6N2S2 (ωB97M-V/def2-TZVPD)
C -0.436 1.525 -2.156
N -0.199 0.164 -1.713
C -0.071 -0.238 -0.455
S 0.050 -1.885 -0.166
N -0.046 0.760 0.463
S 0.311 0.618 2.145
H -0.287 1.576 -3.240
H -1.366 1.968 -1.891
H 0.413 2.090 -1.794
H -0.368 -0.562 -2.371
H -0.106 1.685 0.115
H 0.694 -0.679 1.941
```

As for the LUMO energy: 0.016 hartree. The calculation puts the HOMO energy at -0.3071 Eh. Its structure (SMILES) is CNC(=S)NS. Its frontier orbital gap is 8.8 eV. Its molar mass is 122.22 Da.

---

Bottom line: arrangement C, by a margin of 13.2 kcal/mol.

---

Arrangement A

DFT (ωB97M-V/def2-TZVPD) results for a single C7H7NO3 molecule.

```
18
C7H7NO3 (ωB97M-V/def2-TZVPD)
C 2.445 -0.077 -0.587
C 2.771 1.207 -0.257
C -0.126 0.477 0.556
C 1.740 2.134 0.203
C -2.413 0.055 -0.103
C -0.698 -1.815 -0.011
C -1.173 -0.498 0.617
N 0.530 1.424 0.331
O 2.470 -1.126 -1.097
O 4.008 1.431 -0.370
O 1.785 3.325 0.386
H -3.213 -0.681 -0.062
H -2.186 0.263 -1.145
H -2.757 0.972 0.368
H -0.553 -1.692 -1.082
H -1.450 -2.583 0.149
H 0.238 -2.147 0.430
H -1.418 -0.670 1.674
```

As for the LUMO energy (spin up / spin down): -0.038 / -0.022 hartree. The calculation puts the HOMO energy (spin up / spin down) at -0.2496 / -0.2847 Eh. Its frontier orbital gap (spin up / spin down) is 5.8 / 7.1 eV. Its molar mass is 153.14 Da.

---

Arrangement B

DFT (ωB97M-V/def2-TZVPD) results for 2 unconnected molecules or ions with the total composition C7H7NO3.

```
18
C7H7NO3 (ωB97M-V/def2-TZVPD)
O -1.876 -0.852 0.497
C -1.696 0.360 0.528
C -0.580 1.050 1.081
C 0.611 0.834 1.811
C 1.235 2.045 1.789
C 0.494 3.028 1.134
O -0.606 2.383 0.710
H -2.454 1.162 0.088
H 1.131 -0.040 2.213
H 2.115 2.223 2.289
H 0.661 4.016 0.976
N 1.712 -1.470 -1.737
C 0.757 -2.136 -2.106
C -0.419 -2.624 -2.291
O -1.521 -2.612 -1.508
H 2.513 -2.169 -1.439
H -0.758 -3.148 -3.281
H -1.319 -2.054 -0.754
```

As for the LUMO energy: -0.016 hartree. The calculation puts the HOMO energy at -0.2919 Eh. Its structure (SMILES) is O=Cc1ccco1.N=C=CO. Its frontier orbital gap is 7.5 eV. Its molar mass is 153.14 Da.

---

Bottom line: arrangement B, by a margin of 9.2 kcal/mol.

---

Arrangement A

DFT (ωB97M-V/def2-TZVPD) results for 2 unconnected molecules or ions with the total composition C11H14N2O.

```
28
C11H14N2O (ωB97M-V/def2-TZVPD)
C 0.594 2.374 1.025
C -0.016 2.230 -0.418
C -0.603 3.387 -0.996
C -1.331 3.311 -2.194
C -0.955 2.169 -3.034
O -1.147 1.952 -4.433
C -0.288 1.131 -2.441
C 0.039 0.994 -1.102
H -0.117 2.205 1.929
H 1.120 3.373 0.834
H 1.261 1.624 1.297
H -0.620 4.290 -0.310
H -1.999 4.102 -2.388
H -1.728 1.173 -4.537
H 0.105 0.454 -3.215
H 0.302 0.065 -0.687
C 1.656 -1.856 3.818
C 1.089 -2.651 2.688
C 1.473 -3.257 1.585
N 0.416 -3.593 0.784
C -0.821 -3.300 1.600
N -0.433 -2.710 2.714
H 1.705 -2.564 4.743
H 0.823 -1.134 4.023
H 2.501 -1.318 3.639
H 2.534 -3.325 1.268
H 0.291 -3.987 -0.130
H -1.906 -3.644 1.319
```

As for the LUMO energy: 0.025 hartree. The calculation puts the HOMO energy at -0.3168 Eh. Its structure (SMILES) is Cc1ccc(O)cc1.Cc1c[nH]cn1. Its frontier orbital gap is 9.3 eV. Its molar mass is 190.25 Da.

---

Arrangement B

DFT (ωB97M-V/def2-TZVPD) results for 2 unconnected molecules or ions with the total composition C11H14N2O.

```
28
C11H14N2O (ωB97M-V/def2-TZVPD)
C -3.049 -0.825 -2.018
C -1.626 -0.790 -1.665
C -0.605 -1.818 -1.712
N 0.622 -1.270 -1.323
C 0.460 0.076 -0.888
C 1.503 0.922 -0.467
C 1.058 2.240 -0.487
C -0.297 2.579 -0.718
C -1.217 1.754 -1.135
C -0.883 0.449 -1.323
H -3.441 -1.799 -2.214
H -2.999 -0.319 -3.122
H -3.542 -0.252 -1.306
H -0.911 -2.803 -1.836
H 1.408 -1.838 -1.537
H 2.626 0.715 -0.196
H 1.559 3.113 -0.211
H -0.694 3.612 -0.497
H -2.254 2.175 -1.332
C 2.466 -0.783 2.868
C 1.048 -0.173 2.909
N 0.118 -0.815 2.097
O 0.799 0.792 3.560
H 3.261 -0.147 3.253
H 2.578 -1.312 2.001
H 2.495 -1.450 3.759
H -0.787 -0.522 2.113
H 0.305 -1.510 1.425
```

As for the LUMO energy: 0.025 hartree. The calculation puts the HOMO energy at -0.2872 Eh. Its structure (SMILES) is Cc1c[nH]c2ccccc12.CC(N)=O. Its frontier orbital gap is 8.5 eV. Its molar mass is 190.25 Da.

---

Bottom line: arrangement B, by a margin of 36.0 kcal/mol.